(1)
A structure of composition C42H45InN2O5P2S at a distorted geometry. Source: the OMol25 dataset; level of theory: ωB97M-V/def2-TZVPD.

Positions of all 98 atoms, in Å:
In  0.52003  2.11484  0.54936
O  2.93943  5.31874  1.69936
C  2.20553  4.36214  1.80606
O  1.32623  4.03204  0.93096
C  2.26113  3.50714  3.09396
C  0.86953  3.04184  3.54986
C  0.93533  2.58804  5.01476
C  1.74683  1.28264  4.87566
C  1.89253  1.18134  3.34346
O  0.68223  1.78604  2.89056
C  2.98773  2.15574  2.88566
C  3.43873  1.93764  1.42506
O  4.60293  2.07044  1.12906
O  2.54393  1.53174  0.58326
H  2.75213  4.11774  3.85486
H  0.05633  3.72904  3.30446
H  1.40963  3.32014  5.66366
H  -0.06847  2.38314  5.39206
H  2.71723  1.33814  5.36506
H  1.20203  0.43154  5.28656
H  1.98323  0.16904  2.94416
H  3.88793  2.07894  3.50076
C  -0.21587  -6.64716  -1.39464
S  -1.81527  -5.88616  -1.79614
C  -1.28267  -4.30396  -2.52404
C  -0.74907  -3.34556  -1.47304
C  -0.42847  -1.97046  -2.07164
N  -0.09647  -0.93236  -1.10524
P  -1.29767  0.01694  -0.35064
C  -2.60097  -1.17896  0.13136
C  -2.55387  -1.69696  1.42146
C  -3.50377  -2.61086  1.83916
C  -4.50887  -3.00726  0.97136
C  -4.56327  -2.48926  -0.31234
C  -3.60937  -1.58316  -0.73554
C  -2.12207  0.94304  -1.67854
C  -3.41127  1.43384  -1.47664
C  -3.96157  2.33174  -2.37114
C  -3.22547  2.77544  -3.45804
C  -1.93807  2.30404  -3.65584
C  -1.39087  1.39374  -2.77074
P  1.42233  -0.75736  -0.29964
C  1.86183  -2.49126  0.14586
C  2.64253  -3.33946  -0.63274
C  2.91493  -4.62486  -0.19824
C  2.41463  -5.07366  1.01386
C  1.63143  -4.23696  1.79266
C  1.36363  -2.95046  1.36086
C  2.65243  -0.44976  -1.60074
C  2.38193  0.06844  -2.85864
C  3.41653  0.47934  -3.68154
C  4.72813  0.37524  -3.25394
C  5.00833  -0.14446  -1.99924
C  3.97713  -0.54856  -1.17704
H  -0.41757  -7.69156  -1.18044
H  0.22583  -6.17106  -0.52384
H  0.44553  -6.56886  -2.25184
H  -2.17937  -3.90716  -2.99784
H  -0.54297  -4.52156  -3.29444
H  0.15393  -3.76646  -1.03724
H  -1.49057  -3.24616  -0.68004
H  -1.29627  -1.62026  -2.64244
H  0.41303  -2.07486  -2.76374
H  -1.76447  -1.37476  2.08956
H  -3.46987  -3.01476  2.84046
H  -5.25467  -3.71766  1.29346
H  -5.35177  -2.79166  -0.98534
H  -3.64647  -1.19166  -1.74124
H  -3.98937  1.11524  -0.62094
H  -4.95947  2.70684  -2.19854
H  -3.65077  3.48964  -4.14854
H  -1.34757  2.66154  -4.48644
H  -0.37967  1.03664  -2.91534
H  3.04203  -2.99766  -1.57614
H  3.51803  -5.28416  -0.80564
H  2.63583  -6.07576  1.35076
H  1.23673  -4.59036  2.73456
H  0.76363  -2.28096  1.96586
H  1.36363  0.14774  -3.21004
H  3.20093  0.90074  -4.65244
H  5.53413  0.70234  -3.89374
H  6.02913  -0.21916  -1.65434
H  4.18363  -0.94586  -0.19154
C  -2.61737  1.99034  2.03066
C  -2.38477  3.09494  1.05756
C  -3.17997  4.17554  0.75826
C  -2.55657  4.86974  -0.29874
C  -1.39717  4.20064  -0.60044
C  -0.34607  4.50304  -1.60774
N  -1.31757  3.11284  0.21266
H  -3.30447  2.31934  2.80746
H  -1.67667  1.67104  2.48716
H  -3.05077  1.11044  1.54206
H  -4.11327  4.42294  1.22656
H  -2.89577  5.77694  -0.75854
H  -0.78487  4.85264  -2.54164
H  0.24723  3.59684  -1.79054
H  0.33963  5.26334  -1.23644

Results
E	-3384.2565	Eh
highest occupied orbital energy	-0.264	Eh
LUMO energy	-0.88	eV
charge	0
maximum force	0.0287	Eh/bohr

(2)
A structure of composition C42H45N3O3PRuS3SeSi at a distorted geometry. Source: the OMol25 dataset; level of theory: ωB97M-V/def2-TZVPD.

Positions of all 100 atoms, in Å:
Ru  0.44945  -0.78558  0.69353
O  -1.11905  -2.56821  -2.06043
C  -2.31369  -1.84616  -1.92201
C  -2.03832  -0.37047  -1.44323
O  -2.92830  0.46644  -1.58600
O  -0.90467  -0.14248  -0.91856
C  -3.04570  -1.80658  -3.26260
C  -2.34956  -2.09084  -4.42948
C  -2.98468  -2.03188  -5.66291
C  -4.32579  -1.69594  -5.74561
C  -5.02820  -1.41416  -4.58078
C  -4.39316  -1.46738  -3.35209
C  -3.13617  -2.59175  -0.86764
C  -4.03963  -1.95655  -0.02014
C  -4.73542  -2.68156  0.93830
C  -4.53694  -4.04578  1.06579
C  -3.63459  -4.68319  0.22518
C  -2.94108  -3.96334  -0.73213
H  -0.39327  -1.93908  -2.26402
H  -1.30126  -2.35721  -4.37265
H  -2.42117  -2.25090  -6.56132
H  -4.82178  -1.65214  -6.70780
H  -6.07668  -1.14610  -4.63031
H  -4.94125  -1.23229  -2.45218
H  -4.18117  -0.89003  -0.10513
H  -5.41875  -2.16711  1.60395
H  -5.06614  -4.60720  1.82702
H  -3.45486  -5.74614  0.32827
H  -2.20862  -4.44973  -1.35975
S  3.08368  -4.10079  2.33107
C  2.05485  -2.97301  1.70460
S  0.62320  -3.17497  0.77878
S  2.22615  -1.22065  1.93006
C  5.80825  2.97977  -4.39796
C  4.89175  1.94457  -3.80167
C  3.60575  1.75278  -4.28168
C  2.74830  0.80536  -3.73101
C  1.35704  0.66718  -4.27843
C  3.17807  0.00262  -2.66398
Se  2.02529  -1.31809  -1.91367
C  4.47843  0.19661  -2.16274
C  4.99254  -0.62093  -1.01521
C  5.30398  1.15214  -2.73738
H  5.28943  3.56765  -5.15583
H  6.67997  2.52149  -4.87204
H  6.17903  3.66972  -3.63706
H  3.24736  2.36811  -5.10157
H  1.16196  1.42737  -5.03521
H  0.61224  0.74469  -3.48214
H  1.20566  -0.32226  -4.71604
H  4.25601  -0.68823  -0.21547
H  5.91763  -0.19718  -0.62273
H  5.18082  -1.64985  -1.32778
H  6.30044  1.28933  -2.32818
C  0.57776  -3.97055  5.97260
C  -0.38761  -4.37557  5.06410
C  -0.81774  -3.50539  4.07348
C  -0.29651  -2.21679  3.95990
C  0.68461  -1.83660  4.87765
C  1.11539  -2.69587  5.87653
Si  -0.90390  -1.08239  2.56901
C  -1.57495  0.50336  3.39362
C  -1.47426  0.83506  4.74292
C  -2.00749  2.01803  5.23864
C  -2.67009  2.89415  4.39411
C  -2.80778  2.57160  3.05041
C  -2.26506  1.39314  2.56686
H  0.92819  -4.65348  6.73788
H  -0.79477  -5.37878  5.11450
H  -1.56029  -3.83764  3.35845
H  1.14473  -0.85689  4.79409
H  1.89131  -2.37922  6.56437
H  -2.16807  -1.73636  2.09769
H  -0.96805  0.16105  5.42271
H  -1.90483  2.25546  6.29187
H  -3.08160  3.81903  4.77962
H  -3.33518  3.24010  2.37971
H  -2.38372  1.14276  1.52063
C  2.71853  3.90636  1.08711
N  2.40574  3.48419  -0.27193
C  1.24665  4.23468  -0.73283
N  0.07688  4.13293  0.13563
C  0.46767  4.53153  1.48463
N  1.60809  3.80106  2.03602
C  1.25201  2.39437  2.27056
P  0.72760  1.52074  0.72798
C  2.14287  2.04452  -0.33641
C  -0.48461  2.77903  0.11838
H  3.02454  4.95907  1.05279
H  3.55600  3.31006  1.45834
H  0.97680  3.88744  -1.73283
H  1.52828  5.29332  -0.78863
H  -0.38766  4.40378  2.15413
H  0.73630  5.59409  1.45509
H  0.44289  2.34147  3.01381
H  2.11361  1.86424  2.69042
H  1.92070  1.75012  -1.36436
H  3.03610  1.48303  -0.04369
H  -1.38485  2.76815  0.72810
H  -0.78166  2.49755  -0.89559

Results
E	-6339.3823	Eh
highest occupied orbital energy (alpha / beta)	-0.063 / -0.063	Eh
multiplicity	2
LUMO energy (alpha / beta)	4.24 / 4.24	eV
charge	-2
maximum force	0.0291	Eh/bohr

(3)
A structure of composition C42H46AsIrN4OSSb. Source: the OMol25 dataset; level of theory: ωB97M-V/def2-TZVPD.

Positions of all 97 atoms, in Å:
Ir  0.35587  0.07797  -0.27716
N  2.10926  2.66914  2.38431
C  2.98809  2.99858  1.38154
C  2.64624  2.24386  0.30039
N  1.57108  1.46090  0.64318
C  1.27742  1.73064  1.91142
C  0.19785  0.95210  2.46051
N  -0.37981  0.12310  1.59745
C  -1.37059  -0.55728  2.26319
C  -1.37311  -0.12447  3.55436
N  -0.38473  0.82488  3.65981
H  2.12692  3.04524  3.32043
H  3.76415  3.73156  1.51825
H  3.09732  2.21233  -0.67548
H  -1.98486  -1.29580  1.77766
H  -1.98411  -0.40683  4.39401
H  -0.12097  1.29583  4.51276
O  -0.97523  -1.30029  -1.14044
S  -0.22487  -2.50864  -1.79898
C  -1.24188  -3.09988  -3.08889
C  -1.81336  -2.26452  -4.04658
C  -2.59038  -2.83545  -5.03397
C  -2.77646  -4.21777  -5.06496
C  -2.20032  -5.03750  -4.10685
C  -1.43043  -4.47894  -3.09600
C  1.08724  -1.65588  -2.66771
C  2.09077  -2.37767  -3.28351
C  3.12166  -1.68010  -3.90696
C  3.16421  -0.28934  -3.88683
C  2.17495  0.42402  -3.23066
C  1.12565  -0.25857  -2.61156
H  -1.65400  -1.19549  -4.01256
H  -3.05002  -2.21280  -5.78924
H  -3.38199  -4.65468  -5.84769
H  -2.35714  -6.10658  -4.13890
H  -0.98737  -5.09848  -2.32511
H  2.07232  -3.46106  -3.29663
H  3.90220  -2.23150  -4.41485
H  3.96708  0.23042  -4.39187
H  2.18070  1.50740  -3.24119
H  0.19670  0.29045  -2.39108
C  -0.36316  4.36346  0.10504
C  -1.46148  3.32959  0.32401
As  -1.37986  1.77662  -0.84296
C  -3.12086  0.93382  -0.64695
C  -4.29783  1.85895  -0.94351
C  -1.40567  2.59576  -2.61218
C  -1.81977  1.68556  -3.76089
H  -0.46974  5.17563  0.82384
H  -0.43345  4.80961  -0.88691
H  0.63752  3.94876  0.21123
H  -2.43539  3.77402  0.11191
H  -1.50737  2.97227  1.35536
H  -3.16513  0.55380  0.37561
H  -3.11126  0.06611  -1.30739
H  -4.35683  2.69101  -0.24327
H  -5.23000  1.30148  -0.85857
H  -4.25655  2.26497  -1.95444
H  -0.42401  3.04252  -2.78161
H  -2.10865  3.42554  -2.50715
H  -1.07151  0.92321  -3.97872
H  -1.93866  2.27884  -4.66719
H  -2.77232  1.19216  -3.56541
C  2.54430  -0.77455  5.58023
C  3.26161  -0.06022  4.62600
C  3.10828  -0.35773  3.27923
C  2.23092  -1.36709  2.87946
C  1.53405  -2.09681  3.83830
C  1.69161  -1.79676  5.18721
Sb  2.07587  -1.76129  0.81008
C  4.09527  -1.75043  0.26017
C  4.56811  -0.81711  -0.65491
C  5.92121  -0.77442  -0.96377
C  6.79539  -1.66381  -0.35499
C  6.32385  -2.59206  0.56596
C  4.97441  -2.63512  0.88284
C  1.44057  -3.75843  0.68045
C  0.18401  -4.12357  1.16114
C  -0.27736  -5.41834  0.97469
C  0.50867  -6.34346  0.29710
C  1.75512  -5.97685  -0.19146
C  2.22435  -4.68194  -0.00468
H  2.67946  -0.55818  6.63188
H  3.96887  0.69860  4.93789
H  3.71682  0.16541  2.54503
H  0.88642  -2.91599  3.55189
H  1.16565  -2.37997  5.93175
H  3.88226  -0.12761  -1.13115
H  6.29643  -0.04825  -1.67348
H  7.85009  -1.63191  -0.59311
H  7.00965  -3.28063  1.04088
H  4.61855  -3.35515  1.61152
H  -0.44459  -3.40732  1.68046
H  -1.24511  -5.70952  1.36158
H  0.15230  -7.35588  0.16086
H  2.36993  -6.70277  -0.70715
H  3.20252  -4.40732  -0.38290

Results
E	-4900.0127	Eh
highest occupied orbital energy	-0.589	Eh
LUMO energy	-8.45	eV
charge	+3
maximum force	0.0061	Eh/bohr

Values of ΔE to the lowest compared entry with this formula, charge and spin, in order: 114.2, 84.1, 0.0, all in kJ/mol.